(1)
DFT (the ωB97M-V functional and the def2-TZVPD basis) results for a molecular structure, C43H44CuFN3O2SbSi.

The value obtained for the strongest force on any atom is 0.011 Eh/bohr. The LUMO energy comes out at -1.22 eV. The HOMO energy comes out at -6.7 eV.

Last column: Löwdin charge in e.
Element x y z (Å)
Cu (-2.179, 0.974, 0.389)  0.3103
C (-1.499, 5.476, 0.024)  -0.1729
Si (-0.707, 3.780, -0.167)  0.3644
C (1.171, 3.994, -0.073)  -0.1620
C (-1.109, 3.256, -1.929)  -0.1905
N (-1.317, 2.633, 0.969)  -0.1305
C (-1.139, 2.823, 2.320)  -0.3276
C (-0.331, 3.828, 2.898)  -0.0539
C (-0.138, 3.959, 4.262)  -0.1071
C (-0.741, 3.088, 5.158)  -0.1188
C (-1.557, 2.089, 4.643)  -0.0376
C (-1.731, 1.984, 3.284)  -0.2261
F (-2.570, 0.984, 2.854)  -0.0016
H (-1.165, 6.138, -0.778)  0.0294
H (-1.261, 5.956, 0.973)  0.0208
H (-2.586, 5.401, -0.037)  0.0211
H (1.605, 4.096, -1.068)  0.0138
H (1.634, 3.134, 0.413)  0.0142
H (1.460, 4.881, 0.493)  0.0263
H (-0.441, 3.798, -2.602)  0.0277
H (-2.126, 3.515, -2.220)  0.0059
H (-0.965, 2.190, -2.104)  -0.0322
H (0.181, 4.516, 2.244)  0.0701
H (0.503, 4.751, 4.627)  0.0989
H (-0.594, 3.186, 6.223)  0.0923
H (-2.071, 1.387, 5.285)  0.1131
O (0.585, -4.742, 4.447)  0.1216
C (-0.501, -5.036, 3.702)  -0.4755
O (-0.945, -6.151, 3.709)  0.1199
C (-1.087, -3.935, 2.870)  -0.1229
C (-0.601, -2.632, 2.849)  0.0029
C (-1.170, -1.688, 2.016)  0.0014
C (-2.236, -2.031, 1.198)  -0.2289
C (-2.768, -3.315, 1.257)  0.0011
C (-2.184, -4.261, 2.076)  0.0023
N (-2.778, -0.998, 0.394)  0.0854
C (-3.531, -1.270, -0.597)  -0.0658
C (-4.220, -0.166, -1.294)  -0.2324
C (-5.311, -0.406, -2.112)  -0.0045
C (-6.011, 0.684, -2.609)  -0.0463
C (-5.600, 1.958, -2.260)  -0.0317
C (-4.478, 2.102, -1.453)  -0.0916
N (-3.789, 1.066, -0.998)  0.0847
H (0.839, -3.815, 4.341)  0.0894
H (0.224, -2.308, 3.473)  0.1160
H (-0.807, -0.671, 2.006)  0.0887
H (-3.646, -3.580, 0.683)  0.1128
H (-2.572, -5.269, 2.125)  0.1257
H (-3.741, -2.292, -0.914)  0.1167
H (-5.614, -1.420, -2.332)  0.1177
H (-6.872, 0.539, -3.245)  0.1124
H (-6.129, 2.831, -2.610)  0.1104
H (-4.113, 3.077, -1.160)  0.1119
C (3.148, 1.991, -2.722)  -0.0822
C (3.217, 0.635, -3.372)  -0.3320
C (4.054, 0.433, -4.463)  -0.0540
C (4.141, -0.805, -5.080)  -0.0850
C (3.384, -1.863, -4.606)  -0.0877
C (2.541, -1.673, -3.518)  -0.1246
C (2.453, -0.435, -2.890)  -0.3398
Sb (1.061, -0.063, -1.281)  1.5998
C (0.278, -2.076, -1.273)  -0.3476
C (-0.877, -2.162, -2.050)  -0.1797
C (-1.552, -3.363, -2.226)  -0.1102
C (-1.075, -4.503, -1.599)  -0.0823
C (0.076, -4.430, -0.828)  -0.0497
C (0.773, -3.236, -0.664)  -0.2920
C (2.058, -3.244, 0.116)  -0.0331
C (2.343, 0.048, 0.450)  -0.3417
C (1.669, 0.616, 1.530)  -0.1755
C (2.274, 0.785, 2.769)  -0.0735
C (3.592, 0.393, 2.925)  -0.0769
C (4.285, -0.138, 1.847)  -0.0520
C (3.690, -0.314, 0.600)  -0.3025
C (4.534, -0.858, -0.521)  -0.0472
H (3.968, 2.628, -3.049)  0.0828
H (3.198, 1.923, -1.633)  0.0543
H (2.211, 2.495, -2.971)  0.0736
H (4.651, 1.259, -4.830)  0.1086
H (4.802, -0.942, -5.926)  0.1006
H (3.446, -2.835, -5.076)  0.1008
H (1.955, -2.509, -3.158)  0.0899
H (-1.263, -1.269, -2.533)  0.0843
H (-2.437, -3.406, -2.847)  0.1013
H (-1.588, -5.448, -1.715)  0.1052
H (0.452, -5.326, -0.349)  0.1134
H (2.192, -4.195, 0.631)  0.0831
H (2.093, -2.439, 0.847)  0.0650
H (2.911, -3.104, -0.550)  0.0708
H (0.658, 0.979, 1.390)  0.0433
H (1.723, 1.240, 3.582)  0.1022
H (4.090, 0.517, 3.878)  0.1026
H (5.323, -0.423, 1.971)  0.1080
H (5.438, -1.320, -0.126)  0.0827
H (4.837, -0.061, -1.202)  0.0836
H (4.003, -1.593, -1.122)  0.0447



(2)
DFT (the ωB97M-V functional and the def2-TZVPD basis) results for a molecular structure, C43H44GeN3OsP2 in a non-equilibrium geometry.

The value obtained for the strongest force on any atom is 0.077 Eh/bohr. The LUMO energy (alpha / beta) comes out at -3.24 / -3.26 eV. Its net charge is +1. The HOMO energy (alpha / beta) comes out at -9.0 / -9.0 eV.

Last column: Löwdin charge in e.
Element x y z (Å)
Os (-0.365, 0.284, -1.367)  0.8787
C (-1.966, -3.578, 1.770)  -0.0295
C (-1.117, -3.034, 0.846)  -0.0480
N (-0.970, -1.682, 0.712)  -0.0912
C (-1.679, -0.827, 1.524)  -0.1020
C (-2.398, -1.364, 2.624)  -0.1601
C (-2.619, -2.755, 2.677)  0.0310
C (-2.800, -0.509, 3.664)  -0.0319
C (-2.431, 0.824, 3.634)  -0.0470
C (-1.906, 1.369, 2.482)  -0.0408
C (-1.673, 0.583, 1.323)  -0.2079
N (-1.482, 1.115, 0.062)  -0.1151
C (-2.023, 2.329, -0.286)  -0.2154
C (-2.911, 3.091, 0.488)  -0.0151
C (-3.314, 4.359, 0.101)  -0.0616
C (-2.964, 4.877, -1.125)  -0.0348
C (-2.258, 4.073, -2.040)  -0.1512
C (-2.073, 4.434, -3.393)  0.0150
C (-1.439, 3.551, -4.242)  -0.0386
C (-0.934, 2.366, -3.727)  -0.1390
N (-1.045, 2.010, -2.446)  -0.0730
C (-1.753, 2.814, -1.610)  -0.1589
H (-2.066, -4.649, 1.820)  0.1180
H (-0.512, -3.642, 0.189)  0.1368
H (-3.268, -3.157, 3.437)  0.1262
H (-3.315, -0.935, 4.512)  0.1166
H (-2.566, 1.446, 4.506)  0.1191
H (-1.602, 2.402, 2.464)  0.1055
H (-3.316, 2.675, 1.394)  0.1011
H (-3.948, 4.925, 0.767)  0.1127
H (-3.278, 5.866, -1.418)  0.1128
H (-2.458, 5.378, -3.752)  0.1234
H (-1.310, 3.772, -5.290)  0.1119
H (-0.422, 1.664, -4.374)  0.0862
C (2.227, 0.451, -3.977)  -0.2371
P (1.125, -0.607, -2.965)  0.6878
C (2.337, -1.929, -2.559)  -0.2297
C (0.148, -1.472, -4.282)  -0.4066
C (-0.924, -2.380, -3.688)  -0.4129
P (-2.127, -1.452, -2.615)  0.8716
C (-3.185, -0.682, -3.905)  -0.2473
C (-3.211, -2.849, -2.114)  -0.2400
H (2.497, -0.065, -4.896)  0.0526
H (3.132, 0.649, -3.407)  0.0214
H (1.764, 1.403, -4.216)  0.0266
H (2.925, -2.153, -3.448)  0.0553
H (1.837, -2.833, -2.220)  0.0362
H (3.003, -1.578, -1.772)  0.0278
H (0.837, -2.054, -4.901)  0.0882
H (-0.320, -0.717, -4.920)  0.0701
H (-0.458, -3.150, -3.068)  0.0738
H (-1.478, -2.877, -4.491)  0.0881
H (-3.459, -1.415, -4.663)  0.0535
H (-2.664, 0.149, -4.375)  0.0238
H (-4.090, -0.297, -3.438)  0.0488
H (-3.519, -3.416, -2.991)  0.0564
H (-4.093, -2.453, -1.615)  0.0491
H (-2.687, -3.501, -1.419)  0.0237
C (0.153, -1.152, 0.014)  -0.4620
Ge (1.481, -0.374, 1.461)  1.0891
C (3.245, -0.194, 0.564)  -0.2808
C (3.330, 0.674, -0.519)  -0.1635
C (4.553, 0.997, -1.075)  -0.0913
C (5.710, 0.435, -0.561)  -0.0757
C (5.639, -0.438, 0.511)  -0.0740
C (4.413, -0.738, 1.081)  -0.1006
C (1.309, 1.403, 2.355)  -0.2624
C (0.850, 2.547, 1.720)  -0.1398
C (0.781, 3.753, 2.394)  -0.0818
C (1.209, 3.839, 3.708)  -0.0761
C (1.733, 2.718, 4.330)  -0.0722
C (1.780, 1.510, 3.659)  -0.1058
C (1.381, -1.844, 2.793)  -0.2689
C (1.970, -3.066, 2.497)  -0.1211
C (1.786, -4.159, 3.323)  -0.0815
C (1.007, -4.039, 4.461)  -0.0795
C (0.414, -2.826, 4.766)  -0.0757
C (0.595, -1.737, 3.932)  -0.1165
H (0.726, -2.010, -0.360)  0.0281
H (2.408, 1.104, -0.919)  0.0660
H (4.617, 1.704, -1.891)  0.1043
H (6.667, 0.680, -0.998)  0.1064
H (6.543, -0.868, 0.917)  0.1068
H (4.360, -1.392, 1.941)  0.0956
H (0.518, 2.486, 0.688)  0.0842
H (0.383, 4.627, 1.899)  0.1085
H (1.132, 4.775, 4.242)  0.1061
H (2.098, 2.788, 5.343)  0.1065
H (2.189, 0.636, 4.149)  0.0986
H (2.580, -3.155, 1.605)  0.0996
H (2.247, -5.105, 3.076)  0.1059
H (0.848, -4.896, 5.097)  0.1054
H (-0.198, -2.733, 5.652)  0.1081
H (0.111, -0.797, 4.163)  0.0951



(3)
DFT (the ωB97M-V functional and the def2-TZVPD basis) results for a molecular structure, C43H44HfN6O5Se in a non-equilibrium geometry.

The value obtained for the strongest force on any atom is 0.067 Eh/bohr. The LUMO energy comes out at -6.68 eV. Its net charge is +2. The HOMO energy comes out at -13.0 eV.

Last column: Löwdin charge in e.
Element x y z (Å)
Hf (1.736, -0.113, -1.124)  1.4124
C (4.056, 4.182, 2.041)  -0.0470
O (3.507, 3.030, 1.408)  -0.0732
C (3.517, 1.874, 2.110)  -0.2276
C (3.957, 1.727, 3.411)  0.0075
C (3.883, 0.482, 4.043)  -0.0557
C (3.411, -0.615, 3.372)  -0.0258
C (3.013, -0.510, 2.023)  -0.1571
C (2.820, -1.711, 1.263)  -0.0158
N (2.528, -1.692, -0.002)  -0.1612
N (2.655, -2.848, -0.747)  0.1051
C (2.581, -2.608, -2.027)  -0.3954
O (2.320, -1.388, -2.485)  -0.1964
C (2.862, -3.690, -2.972)  -0.1607
C (2.966, -3.407, -4.334)  -0.0228
C (3.343, -4.401, -5.220)  -0.0617
C (3.610, -5.680, -4.752)  -0.0532
C (3.462, -5.978, -3.402)  -0.0539
C (3.092, -4.990, -2.510)  -0.0149
C (3.019, 0.758, 1.402)  -0.2411
O (2.622, 0.961, 0.142)  -0.2518
H (3.964, 4.988, 1.319)  0.0989
H (5.108, 4.029, 2.289)  0.1049
H (3.499, 4.439, 2.945)  0.1003
H (4.368, 2.571, 3.945)  0.1198
H (4.216, 0.394, 5.068)  0.1225
H (3.357, -1.581, 3.856)  0.1273
H (3.041, -2.670, 1.725)  0.1556
H (2.774, -2.400, -4.679)  0.1087
H (3.439, -4.178, -6.274)  0.1110
H (3.941, -6.445, -5.441)  0.1149
H (3.650, -6.982, -3.049)  0.1143
H (2.992, -5.196, -1.455)  0.1124
O (-5.381, -2.169, -4.709)  0.1542
C (-4.522, -2.527, -3.755)  -0.4828
O (-4.752, -3.442, -3.018)  0.1415
C (-3.259, -1.715, -3.596)  -0.1153
C (-2.193, -2.334, -2.946)  0.0206
C (-1.037, -1.634, -2.670)  -0.0285
C (-0.924, -0.295, -3.056)  -0.2693
C (-1.983, 0.321, -3.713)  -0.0120
C (-3.146, -0.385, -3.977)  -0.0055
N (0.299, 0.396, -2.811)  -0.0124
C (0.800, 1.086, -3.762)  -0.0194
C (2.127, 1.673, -3.627)  -0.2274
C (2.707, 2.416, -4.640)  0.0344
C (4.011, 2.871, -4.473)  0.0052
C (4.684, 2.561, -3.305)  0.0108
C (4.029, 1.816, -2.331)  -0.0558
N (2.781, 1.388, -2.484)  0.0033
H (-5.053, -1.483, -5.301)  0.1118
H (-2.296, -3.371, -2.657)  0.1379
H (-0.202, -2.149, -2.214)  0.0946
H (-1.904, 1.361, -4.006)  0.1226
H (-3.963, 0.125, -4.473)  0.1261
H (0.298, 1.189, -4.723)  0.1544
H (2.152, 2.631, -5.543)  0.1335
H (4.490, 3.456, -5.246)  0.1317
H (5.702, 2.883, -3.142)  0.1283
H (4.513, 1.561, -1.398)  0.1295
C (-0.396, 2.329, 5.909)  -0.0906
C (-0.479, 1.114, 4.987)  -0.2329
C (0.417, 1.230, 3.752)  -0.1836
C (-0.101, 2.167, 2.657)  -0.1135
N (-1.403, 1.753, 2.138)  -0.0025
C (-1.626, 0.774, 1.254)  -0.5233
Se (-0.275, -0.374, 0.588)  0.8449
N (-2.949, 0.621, 1.066)  0.0163
C (-3.502, -0.312, 0.080)  -0.1406
C (-4.897, -0.841, 0.383)  -0.1783
C (-5.007, -1.552, 1.735)  -0.2410
C (-4.241, -2.873, 1.778)  -0.0865
C (-3.615, 1.557, 1.856)  -0.1145
C (-4.962, 1.838, 2.080)  0.0114
C (-5.264, 2.841, 2.978)  -0.0446
C (-4.268, 3.565, 3.641)  -0.0456
C (-2.934, 3.295, 3.429)  0.0085
C (-2.625, 2.274, 2.537)  -0.1366
H (-1.105, 2.236, 6.731)  0.0824
H (-0.612, 3.259, 5.384)  0.0524
H (0.602, 2.411, 6.342)  0.0796
H (-1.516, 0.943, 4.686)  0.1026
H (-0.162, 0.233, 5.546)  0.1139
H (0.548, 0.241, 3.311)  0.0774
H (1.402, 1.593, 4.056)  0.1023
H (0.601, 2.176, 1.822)  0.1033
H (-0.207, 3.185, 3.029)  0.1277
H (-2.816, -1.157, 0.049)  0.0685
H (-3.484, 0.180, -0.896)  0.1287
H (-5.124, -1.557, -0.406)  0.1179
H (-5.637, -0.047, 0.297)  0.0943
H (-6.064, -1.745, 1.920)  0.1182
H (-4.649, -0.893, 2.532)  0.0992
H (-4.571, -3.536, 0.980)  0.0822
H (-4.417, -3.374, 2.729)  0.0797
H (-3.164, -2.716, 1.676)  0.0641
H (-5.763, 1.315, 1.586)  0.1038
H (-6.301, 3.072, 3.180)  0.1194
H (-4.548, 4.348, 4.332)  0.1190
H (-2.169, 3.844, 3.955)  0.1041